Formula: C4H14OSi2
Source: the Open Molecules 2025 dataset
Level of theory: wB97M-V/def2-TZVPD

Geometry as XYZ:
```
21
Properties=species:S:1:pos:R:3
C -0.555 0.576 -2.783
C 1.333 -2.282 -1.271
C -0.130 -0.614 0.927
C 0.162 1.931 3.193
O -0.308 0.196 -1.464
Si -0.274 -1.355 -0.795
Si -0.634 3.117 1.970
H 0.359 0.985 -3.275
H -1.323 1.262 -3.046
H -0.686 -0.323 -3.367
H 2.303 -1.732 -1.211
H 1.435 -3.125 -0.597
H 0.971 -2.660 -2.344
H -1.048 -0.020 0.977
H -0.119 -1.215 1.793
H 0.534 0.208 0.928
H 1.269 1.763 3.063
H 0.056 2.188 4.307
H -0.318 1.013 2.981
H -1.502 -2.224 -1.152
H -1.525 2.310 1.167
```

Values from the calculation:
- Molar mass: 134.3 Da
- Orbital gap: 7.25 eV
- Energy above the lowest of the compared OMol25 structures with the same formula, charge and spin: 4.655 eV
- E: -814.9279 Eh
- Lowest unoccupied orbital energy: -0.5 eV

Mulliken atomic charge list, values in e, 5 entries: -0.74 -0.91 -1.12 -0.92 -0.23